A structure of composition C34H40N4O3P2Zn in a non-equilibrium geometry, computed with ωB97M-V/def2-TZVPD.

Last column: Löwdin charge in e.
Positions of all 84 atoms, in Å:
C (2.51014, -2.61269, -4.47273)  -0.122
N (-2.08105, 0.76654, -2.83287)  -0.246
C (1.97431, 2.65595, 1.46590)  -0.101
C (-4.29381, -0.67873, -4.19027)  -0.124
C (1.28113, 5.01856, 3.41226)  -0.193
H (2.86601, 4.31506, 0.52765)  0.087
O (-0.48583, -1.32735, 3.67857)  0.038
H (-0.41520, -0.46403, 4.23259)  0.046
H (0.50128, 1.23247, 0.92160)  0.090
C (2.88760, -3.96485, -2.70276)  -0.133
C (-1.77092, 3.02608, -2.94954)  -0.075
C (4.88829, 0.68808, -2.03548)  -0.082
C (0.21992, 4.11373, 3.92530)  -0.115
H (1.46185, -3.96914, 0.83627)  0.007
C (-4.24874, -2.54232, -2.92487)  -0.169
C (-0.89228, -1.59918, -3.26666)  -0.439
P (-2.16224, -0.93907, -2.09948)  1.134
H (-1.74494, 3.29881, 3.65752)  0.108
H (3.54870, -5.69813, -3.88085)  0.096
C (-1.71533, -1.00865, 8.51875)  -0.125
H (-3.99429, 0.27589, -4.59451)  0.091
N (-3.59717, -1.32011, -3.15681)  -0.256
O (-0.59596, 0.47562, 5.42262)  -0.094
C (-1.27391, -0.05014, 7.63103)  -0.041
Zn (-0.35685, -2.77317, -0.84010)  0.745
C (-5.36513, -1.47895, -4.59291)  -0.072
H (-3.85373, -3.21947, -2.18554)  0.089
H (-0.77126, -2.67430, -3.00798)  0.041
H (0.86974, -0.74201, -4.11467)  0.062
H (1.45519, -2.21803, 0.60951)  -0.056
C (-2.09562, 1.96164, -2.11135)  -0.129
H (0.70098, 1.38719, 2.64418)  0.110
C (-0.75106, 3.50193, 3.21980)  -0.091
C (-1.60159, 2.49021, -4.26018)  -0.070
H (2.24945, -1.70617, -5.00042)  0.097
C (-5.32541, -2.66367, -3.78920)  -0.089
H (4.70615, 1.74479, -4.02533)  0.097
H (-6.10339, -1.23632, -5.34766)  0.100
P (1.55386, -1.65227, -1.93739)  1.085
C (0.64296, 1.98092, 1.71760)  -0.189
C (2.12116, 3.96935, 1.22532)  -0.116
C (-0.61382, 2.89045, 1.83808)  -0.204
H (-2.18575, -3.11083, 8.84546)  0.080
C (-0.96244, -0.39833, 6.27174)  -0.376
C (-1.49158, -2.75848, 6.84878)  -0.064
N (2.82417, -0.26094, -2.17013)  -0.201
C (1.34050, 5.10413, 1.84095)  -0.200
H (2.26690, 4.67965, 3.77761)  0.113
C (-1.81568, -2.36133, 8.14844)  -0.132
H (-1.20992, -1.61042, -4.31487)  0.100
H (0.23396, 3.99223, 5.01147)  0.108
H (0.26701, 0.17005, -2.73103)  0.083
H (-1.99814, -0.71290, 9.52883)  0.092
H (-1.49329, 2.25048, 1.64552)  0.099
C (3.98077, -0.16314, -1.40403)  -0.148
H (2.26463, 0.64354, -4.06782)  0.092
C (3.19382, -4.68313, -3.85134)  -0.079
H (-1.36834, 3.04440, -5.16567)  0.104
O (-1.35973, -3.35317, 4.06131)  0.023
H (-2.31847, 1.94560, -1.05670)  0.099
H (-1.75685, 0.37956, -4.95873)  0.106
H (0.28132, -2.90525, 1.79787)  -0.015
C (0.79741, -3.08237, 0.83150)  -0.186
H (4.02734, -0.65564, -0.45046)  0.099
C (-1.15872, -1.81114, 5.89860)  -0.089
H (1.11457, 6.04824, 3.79564)  0.115
H (2.82343, 1.94607, 1.40167)  0.101
C (3.02631, 0.51468, -3.31375)  -0.161
C (4.28955, 1.10451, -3.26072)  -0.076
C (2.94990, -3.83276, -4.97356)  -0.065
H (-1.11822, 0.98376, 7.93184)  0.098
H (-6.03981, -3.47545, -3.80791)  0.098
H (3.05575, -4.08429, -6.01771)  0.100
H (-0.59814, 3.62424, 1.02859)  0.084
H (2.92680, -4.21877, -1.65403)  0.100
C (-1.02686, -2.25168, 4.47741)  -0.520
H (-1.51457, -3.80657, 6.53807)  0.111
H (1.89765, 6.03777, 1.64717)  0.102
H (5.87008, 0.95810, -1.69005)  0.093
C (0.43854, -0.84570, -3.11150)  -0.435
C (-1.80611, 1.11515, -4.16487)  -0.193
H (0.32826, 5.23510, 1.42725)  0.097
N (2.38002, -2.71992, -3.08501)  -0.250
H (-1.68532, 4.07040, -2.67079)  0.102

The calculation puts the relative energy (zero: lowest compared OMol25 entry of this formula, charge and spin) at 89.5 kcal/mol. The HOMO-LUMO gap comes out at 0.0799 Eh. The calculation puts the HOMO energy at -0.2071 hartree. For the calculated total energy, the calculation gives -4226.0672 Ha.



An isolated molecule of C2H3IOS in a non-equilibrium geometry, computed with ωB97M-V/def2-TZVPD.

Last column: Löwdin charge in e.
Positions of all 8 atoms, in Å:
C (1.57479, -0.83006, 0.24152)  -1.066
C (0.19385, -0.28496, 0.02901)  -0.401
H (-0.55143, -0.79193, 0.50729)  0.080
O (0.19636, 1.02188, 0.56702)  -0.183
S (1.97340, -2.71122, -0.30815)  0.324
I (3.14279, 0.42468, 0.31774)  0.966
H (0.11797, 1.70689, -0.13671)  0.105
H (0.04410, -0.21178, -1.15946)  0.175

The calculation puts the relative energy (zero: lowest compared OMol25 entry of this formula, charge and spin) at 73.2 kcal/mol. Its SMILES is OCC(=S)I. The HOMO-LUMO gap (spin up / spin down) comes out at 0.2691 / 0.2544 Eh. The calculation puts the HOMO energy (spin up / spin down) at -0.3236 / -0.3190 hartree. For the calculated total energy, the calculation gives -849.0058 Ha.



An isolated molecule of C6H12O in a non-equilibrium geometry, computed with ωB97M-V/def2-TZVPD.

Last column: Löwdin charge in e.
Positions of all 19 atoms, in Å:
H (-3.69081, 0.68690, -0.44499)  0.091
H (2.36751, -1.07221, 1.15077)  0.101
C (-0.88392, -0.85612, -0.84143)  -0.188
C (0.90663, 0.24757, 0.51239)  -0.156
H (3.08167, 1.72531, 0.04785)  0.068
H (0.76782, 1.23241, 0.07070)  0.110
C (-0.27137, -0.65878, 0.56508)  -0.196
C (-1.91145, 0.18836, -1.17719)  -0.291
H (3.39657, 1.35302, 1.73234)  0.071
H (-1.00579, -0.11875, 1.16818)  0.108
H (-0.02501, -1.58924, 1.06788)  0.110
H (4.24076, 0.43147, 0.47947)  0.066
H (-1.31031, -1.85172, -0.93545)  0.111
C (3.29833, 0.91504, 0.74036)  -0.110
O (-2.97925, 0.06129, -0.26279)  -0.065
H (-2.24564, 0.02342, -2.21020)  0.116
H (-0.05199, -0.81663, -1.54442)  0.113
H (-1.44732, 1.17756, -1.15866)  0.113
C (2.16884, -0.07862, 0.75067)  -0.173

The calculation puts the relative energy (zero: lowest compared OMol25 entry of this formula, charge and spin) at 26.6 kcal/mol. Its SMILES is C/C=C/CCCO. The HOMO-LUMO gap comes out at 0.3663 Eh. The calculation puts the HOMO energy at -0.3311 hartree. For the calculated total energy, the calculation gives -311.0169 Ha.



A cluster of 3 separate species, C5H12O2 in total in a non-equilibrium geometry, computed with ωB97M-V/def2-TZVPD.

Last column: Löwdin charge in e.
Positions of all 19 atoms, in Å:
H (-2.84269, 1.29695, -2.72008)  0.042
H (1.03633, 0.79116, 3.28322)  0.065
H (0.60879, -0.85872, 3.38778)  0.067
C (-0.24601, -1.97191, -1.11706)  -0.007
C (0.79958, -1.41193, -0.53330)  -0.197
H (1.42442, -0.73700, -1.11400)  0.102
H (0.07583, -1.72317, 1.43231)  0.105
C (1.41998, -0.19820, 3.07884)  -0.114
O (-0.78568, 3.21201, -1.16467)  -0.062
O (-2.67772, 0.66444, -2.00555)  -0.059
C (0.88397, -1.20277, 0.91049)  -0.155
H (-0.68362, 3.74504, -1.95601)  0.029
H (2.30091, -0.32247, 3.71801)  0.070
H (-0.44608, -2.04273, -2.18036)  0.055
C (1.72727, -0.46292, 1.62603)  -0.151
H (-1.04114, -2.41645, -0.51887)  0.059
H (-3.40660, 0.80768, -1.39166)  0.044
H (-0.91450, 2.29662, -1.43571)  0.005
H (2.76871, -0.29798, 1.38263)  0.102

The calculation puts the relative energy (zero: lowest compared OMol25 entry of this formula, charge and spin) at 52.2 kcal/mol. Its SMILES is C=C/C=C/C.O.O. The HOMO-LUMO gap comes out at 0.3301 Eh. The calculation puts the HOMO energy at -0.3080 hartree. For the calculated total energy, the calculation gives -348.1217 Ha.



A structure of composition C36H46F5NO3ReS2Si3, computed with ωB97M-V/def2-TZVPD.

Last column: Löwdin charge in e.
Positions of all 97 atoms, in Å:
C (2.73614, 1.31600, -2.85919)  -0.147
H (-4.67743, -2.40760, 0.55917)  0.115
C (2.29826, 0.06726, 0.02238)  -0.541
C (-3.40520, -2.54723, -3.63622)  -0.038
F (-2.88973, 2.04249, -4.26262)  0.149
C (4.31308, 1.21507, 2.05870)  -0.164
C (-3.82567, -1.79101, 0.85015)  -0.269
O (-1.16324, 0.67679, 1.04425)  -0.656
H (-3.66135, 2.32789, 0.10319)  0.104
C (-1.64192, 0.99887, 5.31111)  -0.041
H (-1.56129, 0.09466, 5.90202)  0.119
F (-0.00090, 4.34016, -0.29586)  0.125
H (4.12398, 0.37923, 2.74175)  0.030
H (2.00307, 2.38081, 3.23251)  0.062
C (3.15868, 3.14185, -0.00177)  -0.149
H (5.31816, 1.48833, -0.84052)  0.026
H (-4.62309, -0.21431, -0.43714)  0.135
C (-4.03245, 0.63866, 1.46636)  -0.205
H (1.98145, 1.97369, -2.43930)  0.000
H (4.91792, -1.53130, 1.74988)  0.041
C (4.30649, -2.20885, 1.14688)  -0.143
H (-1.89015, 4.24883, 3.21213)  0.126
C (1.51709, 2.07488, 2.30003)  -0.169
H (2.36118, -4.59536, 0.15153)  0.125
S (-1.68614, 2.08966, 1.42777)  1.104
C (-1.88073, 3.39841, 5.19024)  -0.040
C (-3.77522, -3.87180, -3.85856)  -0.037
Si (2.59949, -1.54659, 0.95302)  0.461
H (-3.51510, 0.28161, 2.35870)  0.092
C (3.51841, -1.55653, -2.50502)  -0.162
H (4.26918, -3.16811, 1.67455)  0.055
H (-3.46520, -1.82114, -4.43763)  0.122
H (-3.73874, -1.82337, 1.93791)  0.098
C (-1.59526, 4.52904, -1.99501)  -0.128
Si (3.39297, 0.08493, -1.62597)  0.456
H (3.73035, -2.40774, -1.85303)  0.029
H (-0.29017, -1.79379, -2.87038)  0.114
O (-1.24575, -1.64724, 0.13503)  -0.650
H (-0.16571, -4.22908, -3.31206)  0.128
C (-0.69929, 3.76377, -1.27131)  -0.167
H (-3.86277, 2.79044, 1.80245)  0.110
H (-4.00028, -5.83349, -3.01288)  0.122
H (-1.80774, 2.28363, 7.01974)  0.121
C (-1.83673, 3.33945, 3.80475)  -0.067
H (1.13764, -5.66930, -1.72653)  0.129
C (-3.85404, -0.35659, 0.32261)  -0.225
C (1.07478, -4.59752, -1.57252)  0.003
H (4.81188, -2.35850, 0.19079)  0.039
H (-1.47342, -0.02913, 3.42102)  0.107
H (2.30259, 0.79506, -3.71986)  0.047
C (-2.18151, 2.61846, -3.29868)  -0.135
C (-1.60349, 0.92117, 3.92576)  -0.080
H (4.36722, -1.46797, -3.19302)  0.059
C (-0.52295, 2.41303, -1.54078)  -0.239
H (5.52178, -0.20679, -0.37569)  0.029
H (-5.08691, 0.71978, 1.73357)  0.138
C (-1.70831, 2.09633, 3.19768)  -0.413
C (0.26583, -2.45706, -2.22189)  -0.124
C (-2.90109, -3.09909, -1.36992)  -0.416
F (-3.21188, 4.68708, -3.68825)  0.168
F (-1.12719, 0.57039, -2.88723)  0.064
H (-4.11651, -4.17573, -4.84032)  0.122
Re (0.25058, -0.13360, -0.28538)  1.662
H (0.58042, -1.41314, 2.38140)  0.009
C (-3.25700, -4.42676, -1.57712)  -0.073
H (-1.98020, 4.35639, 5.68427)  0.122
O (0.40484, 1.71176, -0.81235)  -0.310
C (-3.70841, -4.80629, -2.83439)  -0.045
C (-2.96837, -2.15133, -2.38326)  -0.088
H (2.01896, -0.90774, 3.28108)  0.046
H (-2.90009, -0.15631, -0.14735)  0.055
C (1.66151, -2.62896, -0.31996)  -0.284
C (-3.47938, 2.01649, 1.13511)  -0.261
H (-2.68451, -1.12369, -2.20052)  0.091
H (0.90867, 2.91618, 1.95148)  0.027
H (2.40964, 3.31278, -0.77174)  0.018
H (-3.18615, -5.15297, -0.77251)  0.120
H (4.13910, 3.10815, -0.47894)  0.034
N (0.89268, -1.89532, -1.16628)  -0.175
H (4.53447, 2.08763, 2.68610)  0.056
H (3.15255, 4.01049, 0.66532)  0.059
C (1.64030, -1.62599, 2.54548)  -0.152
H (0.86811, 1.23081, 2.53252)  0.002
C (5.14709, 0.45977, -1.15590)  -0.162
F (-1.74099, 5.81268, -1.70821)  0.163
S (-2.37183, -2.69071, 0.26007)  1.112
C (-1.27313, 1.87465, -2.57553)  -0.141
H (3.54918, 1.94822, -3.23399)  0.058
Si (2.81073, 1.64477, 1.03904)  0.429
H (2.64091, -1.79048, -3.11060)  0.031
C (-1.78256, 2.23103, 5.93847)  -0.040
C (1.74414, -4.00237, -0.51358)  -0.021
H (5.75254, 0.28628, -2.05271)  0.059
C (0.34234, -3.80553, -2.45540)  -0.016
H (5.20787, 0.99509, 1.47808)  0.028
H (1.71895, -2.62610, 2.98605)  0.054
C (-2.34600, 3.95861, -3.00716)  -0.131

The calculation puts the relative energy (zero: lowest compared OMol25 entry of this formula, charge and spin) at 30.0 kcal/mol. The HOMO-LUMO gap (spin up / spin down) comes out at 0.2419 / 0.2514 Eh. As for the spin multiplicity: 2. The calculation puts the HOMO energy (spin up / spin down) at -0.5020 / -0.4965 hartree. For the calculated total energy, the calculation gives -3921.8166 Ha. Its net charge is +2.



> What is the formula in the third record?

C6H12O